Record 1
Computed, not measured: 11 unconnected molecules or ions with the total composition C46H120N6O22 at a distorted geometry, with the ωB97M-V functional and the def2-TZVPD basis.

The geometry in XYZ format:
```
194
Properties=species:S:1:pos:R:3:forces:R:3
C -2.026 2.273 -13.153 -0.265 -0.473 0.034
O -0.888 1.594 -12.682 0.603 1.001 0.631
C -0.096 2.489 -11.858 0.578 -1.451 0.530
C 0.553 1.583 -10.734 -1.423 1.096 -2.320
N -0.448 1.296 -9.710 1.361 1.700 0.221
C 0.156 0.516 -8.661 -1.216 -0.486 1.737
C 1.167 1.235 -7.704 0.296 -0.812 -1.045
O 1.536 0.438 -6.557 0.753 -0.404 -1.236
C 2.413 -0.683 -6.868 -0.955 -0.017 0.035
H -2.635 2.427 -12.262 -0.569 0.544 -0.322
H -2.551 1.648 -13.875 0.007 -0.191 0.173
H -1.780 3.195 -13.681 0.051 0.295 0.203
H -0.612 3.303 -11.349 -0.941 -0.305 0.035
H 0.581 3.041 -12.509 0.626 -0.419 -0.050
H 1.443 2.129 -10.420 -0.113 -0.324 0.634
H 0.801 0.650 -11.241 0.671 -0.109 -0.090
H -1.269 0.880 -10.125 0.173 -0.263 0.076
H 0.568 -0.400 -9.083 0.540 -0.209 0.156
H -0.642 0.211 -7.984 -0.214 -0.269 -0.032
H 0.820 2.197 -7.329 -0.322 -0.219 -0.035
H 2.012 1.424 -8.367 0.677 0.219 0.458
H 1.974 -1.336 -7.622 -0.292 -0.009 -0.026
H 2.522 -1.286 -5.966 -0.094 0.285 0.098
H 3.411 -0.469 -7.249 0.055 0.831 0.143
C 2.391 2.027 3.986 -0.900 -0.507 -0.015
O 1.301 1.218 3.579 -0.532 -1.027 -0.260
C 1.606 -0.104 3.138 -1.311 -0.369 -0.501
C 0.284 -0.990 3.001 -0.914 1.123 -0.876
N -0.886 -0.513 2.123 2.107 -0.924 0.613
C -0.386 -0.220 0.766 -2.161 0.774 0.092
C -1.564 0.063 -0.244 0.738 1.321 -0.105
O -2.363 1.152 0.174 -1.555 1.305 1.100
C -3.439 1.579 -0.725 1.693 -0.715 0.316
H 1.855 2.835 4.484 0.683 0.126 0.372
H 2.975 2.447 3.167 0.036 -0.145 -0.297
H 3.031 1.419 4.625 0.217 0.409 0.351
H 2.177 -0.704 3.847 0.470 0.366 0.363
H 2.185 -0.004 2.219 -0.010 -0.363 -0.276
H -0.069 -1.187 4.014 -0.286 0.428 0.038
H 0.450 -1.995 2.615 0.853 0.107 -0.127
H -1.253 0.342 2.515 -0.070 0.172 -0.042
H 0.237 -0.997 0.321 -0.134 -0.319 0.340
H 0.212 0.690 0.812 0.181 0.199 -0.357
H -2.254 -0.731 -0.528 0.566 -0.632 0.110
H -1.028 0.505 -1.083 0.100 -0.795 -0.896
H -3.853 2.554 -0.470 0.436 -0.049 0.608
H -4.272 0.876 -0.734 0.139 -0.286 -0.140
H -2.966 1.697 -1.700 -0.367 -0.180 -0.403
C 7.282 7.733 -3.942 0.586 1.150 -0.360
O 6.220 7.415 -3.097 -0.004 0.290 -0.408
C 6.486 6.289 -2.302 -0.108 0.047 0.117
C 5.166 5.794 -1.799 -1.120 0.187 0.695
N 4.448 6.651 -0.786 0.697 -1.341 -1.026
C 3.130 6.050 -0.533 -1.543 1.639 -0.485
C 1.979 6.363 -1.632 1.119 0.607 0.735
O 1.814 7.806 -1.789 0.796 -1.587 1.237
C 0.661 8.144 -2.497 0.221 -0.077 -0.870
H 7.088 8.655 -4.491 -0.649 -0.032 -0.003
H 7.515 6.984 -4.699 -0.055 -0.439 0.165
H 8.182 8.014 -3.396 0.316 -0.469 0.337
H 7.205 6.522 -1.516 -0.049 0.218 0.371
H 6.965 5.507 -2.892 -0.081 -0.251 -0.287
H 5.273 4.787 -1.398 0.055 0.012 0.215
H 4.483 5.732 -2.647 0.263 -0.340 -0.492
H 4.321 7.537 -1.253 -0.172 0.388 0.149
H 2.771 6.508 0.388 -0.119 -0.213 0.155
H 3.229 4.975 -0.382 -0.062 0.024 -0.105
H 0.978 5.997 -1.401 0.172 -0.479 0.592
H 2.281 5.851 -2.546 -0.019 0.388 -0.542
H -0.239 7.561 -2.301 -0.002 -0.307 0.638
H 0.899 7.928 -3.539 -0.389 0.589 -0.500
H 0.431 9.189 -2.289 0.145 -0.014 -0.321
C -8.954 0.228 2.438 1.189 0.927 -0.778
O -8.173 1.447 2.645 -0.261 -1.224 0.448
C -7.498 1.369 3.900 0.194 0.098 0.087
C -6.688 2.612 4.294 -1.415 -0.785 0.692
N -5.425 2.685 3.648 1.583 0.617 -1.083
C -4.645 3.946 3.656 -1.056 0.462 -0.215
C -5.341 5.130 2.913 0.080 -0.520 -1.748
O -6.215 5.851 3.667 -2.440 1.341 2.504
C -7.156 6.755 3.070 0.959 0.180 -0.525
H -9.310 0.320 1.412 -0.592 0.082 0.295
H -9.719 0.052 3.195 -0.211 0.427 -0.065
H -8.333 -0.667 2.410 0.454 0.006 0.293
H -6.814 0.520 3.942 0.201 -0.300 -0.367
H -8.239 1.155 4.669 -0.202 0.269 0.267
H -6.512 2.424 5.353 0.050 0.258 0.339
H -7.362 3.467 4.247 0.144 0.442 -0.319
H -5.482 2.364 2.692 -0.121 -0.053 -0.088
H -3.692 3.798 3.148 -0.070 -0.353 -0.064
H -4.394 4.213 4.682 -0.188 0.143 0.080
H -5.906 4.715 2.079 -0.100 -0.669 -0.365
H -4.706 5.849 2.395 1.068 -0.081 0.168
H -6.648 7.544 2.516 0.471 0.069 -0.182
H -7.744 7.313 3.799 0.249 -0.614 0.539
H -7.858 6.336 2.349 0.042 -0.742 0.072
C -10.035 -3.240 -13.543 0.209 0.365 0.610
O -9.425 -4.220 -12.747 -0.020 -1.287 -0.006
C -9.945 -5.512 -13.115 -0.065 0.290 -0.075
C -9.269 -6.644 -12.350 -0.719 0.468 0.786
N -9.626 -6.537 -10.902 1.363 -1.149 -0.946
C -8.600 -7.162 -10.025 -1.485 1.453 1.602
C -8.912 -6.627 -8.589 1.392 0.196 0.238
O -8.375 -5.311 -8.405 0.074 0.685 0.135
C -8.425 -4.784 -7.074 0.353 -0.663 0.034
H -11.118 -3.314 -13.452 -0.234 0.043 -0.258
H -9.711 -3.327 -14.580 -0.125 0.048 -0.206
H -9.730 -2.278 -13.131 0.019 0.044 -0.193
H -9.901 -5.614 -14.200 0.610 -0.275 -0.246
H -11.023 -5.501 -12.952 -0.263 -0.140 0.539
H -8.197 -6.648 -12.545 0.304 0.351 0.184
H -9.607 -7.626 -12.682 -0.295 0.086 -0.320
H -9.705 -5.560 -10.660 0.284 0.176 0.075
H -7.561 -6.953 -10.283 0.123 0.497 -0.112
H -8.623 -8.246 -9.916 -0.683 -0.167 -0.571
H -8.384 -7.264 -7.880 -0.105 -0.324 0.234
H -9.970 -6.603 -8.331 -0.204 -0.322 -0.358
H -8.090 -5.507 -6.330 -0.161 -0.595 -0.027
H -9.401 -4.424 -6.748 -0.273 -0.024 -0.344
H -7.697 -3.988 -6.917 -0.098 0.244 -0.777
C 7.700 -4.262 11.167 0.398 0.352 0.080
O 8.654 -4.561 12.199 -1.409 0.210 -0.519
C 8.458 -5.920 12.583 -0.191 0.495 0.513
C 9.153 -6.139 13.918 -0.840 1.590 0.321
N 8.223 -5.830 15.106 -0.172 -2.037 -2.939
C 8.865 -6.116 16.334 -0.638 1.559 0.281
C 7.972 -5.701 17.525 1.277 -0.199 0.705
O 7.689 -4.304 17.621 -0.256 0.123 -0.137
C 6.812 -3.989 18.722 0.496 -1.294 -0.314
H 6.681 -4.561 11.412 -0.035 -0.182 0.380
H 7.957 -4.768 10.237 0.170 -0.107 -0.143
H 7.659 -3.190 10.977 0.370 -0.009 0.153
H 8.777 -6.516 11.727 0.276 -0.575 0.275
H 7.400 -6.104 12.771 -0.267 -0.084 -0.244
H 9.946 -5.391 13.909 0.477 -0.010 0.179
H 9.645 -7.112 13.922 -0.499 -0.196 0.714
H 7.808 -4.909 15.090 0.419 0.162 -0.313
H 9.774 -5.518 16.268 0.716 -0.163 1.158
H 9.094 -7.180 16.384 0.038 0.001 0.296
H 8.583 -5.955 18.392 -0.011 -0.155 0.466
H 7.082 -6.326 17.593 -0.347 0.128 -0.349
H 6.774 -2.920 18.934 -0.044 -0.111 -0.576
H 7.137 -4.484 19.636 0.484 -0.007 0.198
H 5.846 -4.460 18.537 -0.415 0.509 -0.187
O 4.182 -10.134 7.388 -1.132 0.193 0.463
C 4.172 -10.220 5.981 0.125 -0.285 -1.154
C 2.759 -10.030 5.304 0.939 0.140 0.690
O 2.323 -8.675 5.260 0.108 -0.277 -0.310
H 4.925 -10.557 7.825 0.097 -0.097 -0.510
H 4.914 -9.519 5.599 -0.440 0.736 -0.318
H 4.610 -11.140 5.595 -0.391 -0.689 0.320
H 1.983 -10.682 5.705 0.102 0.018 0.864
H 2.785 -10.407 4.282 0.560 0.467 -0.233
H 2.379 -8.274 6.130 0.032 -0.206 0.188
O -7.125 6.721 -6.732 -0.783 0.005 -0.731
C -5.729 6.774 -6.606 0.501 0.531 1.185
C -5.008 5.937 -7.630 0.230 -0.019 -0.267
O -3.582 6.043 -7.454 -0.614 -0.174 0.427
H -7.442 7.070 -5.895 -0.413 -0.032 -0.164
H -5.387 7.809 -6.597 0.231 0.175 -0.354
H -5.575 6.412 -5.589 1.028 -0.352 -0.002
H -5.193 6.258 -8.656 -0.525 0.128 0.037
H -5.404 4.930 -7.506 0.323 -0.277 -0.139
H -3.198 5.175 -7.597 0.032 0.006 0.006
O 9.590 10.916 5.722 0.797 -0.149 0.102
C 8.900 9.742 5.369 -3.303 1.763 -0.257
C 7.443 10.221 4.772 2.633 -2.480 -0.232
O 6.647 10.735 5.810 0.363 0.424 -0.217
H 9.122 11.341 6.444 -0.120 0.015 0.032
H 9.489 9.171 4.651 -0.189 0.092 0.089
H 8.569 9.172 6.238 0.621 -0.409 0.167
H 7.004 9.300 4.387 -0.279 -0.153 -0.148
H 7.681 10.833 3.902 -0.393 0.754 0.270
H 5.763 10.821 5.445 -0.130 0.140 0.188
O 7.281 -3.255 0.854 0.901 -0.425 -0.901
C 8.106 -2.843 -0.238 -0.526 1.521 -0.689
C 7.939 -1.327 -0.384 0.203 0.050 1.096
O 8.780 -0.812 -1.369 0.788 0.278 -0.926
H 7.552 -4.170 0.959 -0.433 -0.258 0.518
H 9.171 -3.049 -0.131 0.136 -0.051 0.602
H 7.870 -3.261 -1.217 -0.574 -0.517 0.062
H 8.228 -0.888 0.571 -0.297 0.048 0.314
H 6.939 -0.963 -0.619 -0.242 -0.597 0.098
H 9.566 -0.462 -0.944 0.039 -0.046 -0.173
O -5.594 -7.865 1.345 0.812 -0.247 -0.153
C -4.830 -6.800 1.921 -1.644 0.058 0.511
C -4.989 -6.884 3.447 1.489 -0.159 0.198
O -6.302 -6.801 3.923 -1.310 0.547 -0.532
H -6.450 -7.788 1.775 -0.254 -0.151 -0.035
H -3.779 -6.787 1.631 -0.068 -0.672 0.041
H -5.266 -5.908 1.471 0.140 0.619 0.519
H -4.361 -6.138 3.934 0.151 0.216 -0.086
H -4.655 -7.864 3.787 0.663 -0.180 -0.367
H -6.296 -6.502 4.836 0.025 -0.026 -0.097
```
Positions in Å, forces in eV/Å.

As for the charge: 0. The value obtained for the orbital gap is 8.7 eV. Its structure (SMILES) is COCCNCCOC.COCCNCCOC.COCCNCCOC.COCCNCCOC.COCCNCCOC.COCCNCCOC.OCCO.OCCO.OCCO.OCCO.OCCO. The value obtained for the energy above the lowest of the compared OMol25 structures with the same formula, charge and spin is 628.6 kJ/mol. The calculation puts the LUMO energy at 0.296 eV.

Atomic partial charges in e from the Mulliken method, atoms 1 to 99: atom 1 (C): -0.695, atom 2 (O): -0.336, atom 3 (C): -0.765, atom 4 (C): -0.540, atom 5 (N): -0.270, atom 6 (C): -0.694, atom 7 (C): -0.359, atom 8 (O): -0.338, atom 9 (C): -0.750, atom 10 (H): 0.298, atom 11 (H): 0.241, atom 12 (H): 0.288, atom 13 (H): 0.383, atom 14 (H): 0.426, atom 15 (H): 0.383, atom 16 (H): 0.321, atom 17 (H): 0.247, atom 18 (H): 0.364, atom 19 (H): 0.330, atom 20 (H): 0.270, atom 21 (H): 0.306, atom 22 (H): 0.312, atom 23 (H): 0.283, atom 24 (H): 0.294, atom 25 (C): -0.709, atom 26 (O): -0.268, atom 27 (C): -0.412, atom 28 (C): -0.934, atom 29 (N): -0.403, atom 30 (C): -0.590, atom 31 (C): -0.632, atom 32 (O): -0.268, atom 33 (C): -0.755, atom 34 (H): 0.223, atom 35 (H): 0.262, atom 36 (H): 0.305, atom 37 (H): 0.420, atom 38 (H): 0.344, atom 39 (H): 0.403, atom 40 (H): 0.436, atom 41 (H): 0.300, atom 42 (H): 0.435, atom 43 (H): 0.280, atom 44 (H): 0.398, atom 45 (H): 0.322, atom 46 (H): 0.200, atom 47 (H): 0.286, atom 48 (H): 0.357, atom 49 (C): -0.831, atom 50 (O): -0.261, atom 51 (C): -0.674, atom 52 (C): -0.465, atom 53 (N): -0.430, atom 54 (C): -0.731, atom 55 (C): -0.498, atom 56 (O): -0.316, atom 57 (C): -0.728, atom 58 (H): 0.263, atom 59 (H): 0.320, atom 60 (H): 0.314, atom 61 (H): 0.365, atom 62 (H): 0.406, atom 63 (H): 0.396, atom 64 (H): 0.235, atom 65 (H): 0.315, atom 66 (H): 0.328, atom 67 (H): 0.368, atom 68 (H): 0.487, atom 69 (H): 0.295, atom 70 (H): 0.305, atom 71 (H): 0.301, atom 72 (H): 0.235, atom 73 (C): -0.764, atom 74 (O): -0.302, atom 75 (C): -0.747, atom 76 (C): -0.341, atom 77 (N): -0.244, atom 78 (C): -0.902, atom 79 (C): -0.417, atom 80 (O): -0.368, atom 81 (C): -0.802, atom 82 (H): 0.249, atom 83 (H): 0.300, atom 84 (H): 0.327, atom 85 (H): 0.386, atom 86 (H): 0.431, atom 87 (H): 0.289, atom 88 (H): 0.253, atom 89 (H): 0.204, atom 90 (H): 0.265, atom 91 (H): 0.405, atom 92 (H): 0.288, atom 93 (H): 0.580, atom 94 (H): 0.333, atom 95 (H): 0.260, atom 96 (H): 0.322, atom 97 (C): -0.735, atom 98 (O): -0.299, atom 99 (C): -0.673



Record 2
Computed, not measured: 2 unconnected molecules or ions with the total composition C3H10N2O2 at a distorted geometry, with the ωB97M-V functional and the def2-TZVPD basis.

The geometry in XYZ format:
```
17
Properties=species:S:1:pos:R:3:forces:R:3
N -2.172 -1.228 0.219 -1.246 0.030 -1.395
C -1.011 -0.657 -0.522 -1.128 -1.690 1.497
C -1.515 0.234 -1.615 0.535 1.059 0.709
C -0.357 0.989 -2.251 -0.679 -0.048 -2.058
N 0.919 0.887 -1.733 -0.261 0.425 0.754
O -0.555 1.644 -3.265 -0.058 0.243 0.932
H -2.839 -1.502 -0.505 -0.184 0.153 0.309
H -2.075 -2.089 0.738 0.925 0.072 0.148
H -0.518 -0.121 0.294 0.729 0.105 -0.836
H -0.427 -1.463 -0.982 0.510 0.160 0.316
H -2.216 0.948 -1.162 0.334 0.249 -0.095
H -2.112 -0.213 -2.404 0.234 -0.544 -0.085
H 1.482 1.669 -1.996 0.437 0.004 -0.522
H 1.396 0.007 -1.673 -0.149 -0.219 0.325
O 3.921 0.603 5.825 0.535 0.907 -0.234
H 3.519 -0.247 5.932 -0.211 -0.748 -0.061
H 4.558 0.540 5.099 -0.323 -0.158 0.297
```
Positions in Å, forces in eV/Å.

As for the charge: 0. The value obtained for the orbital gap is 10.4 eV. Its structure (SMILES) is NCCC(N)=O.O. The value obtained for the energy above the lowest of the compared OMol25 structures with the same formula, charge and spin is 138.0 kJ/mol. The calculation puts the LUMO energy at 0.761 eV.

How positive or negative is each atom? The Mulliken charges in e answer that: atom 1 (N): -0.652, atom 2 (C): -0.379, atom 3 (C): -0.384, atom 4 (C): 0.320, atom 5 (N): -0.401, atom 6 (O): -0.578, atom 7 (H): 0.207, atom 8 (H): 0.223, atom 9 (H): 0.289, atom 10 (H): 0.283, atom 11 (H): 0.292, atom 12 (H): 0.328, atom 13 (H): 0.238, atom 14 (H): 0.213, atom 15 (O): -0.638, atom 16 (H): 0.316, atom 17 (H): 0.321



Record 3
Computed, not measured: 2 unconnected molecules or ions with the total composition C8H11NO at a distorted geometry, with the ωB97M-V functional and the def2-TZVPD basis.

The geometry in XYZ format:
```
21
Properties=species:S:1:pos:R:3:forces:R:3
C -3.703 0.127 0.270 -4.261 1.101 0.820
C -3.085 -1.045 0.551 0.130 -1.626 -1.051
C -1.765 -1.197 0.108 0.740 -3.328 0.255
C -1.053 -0.191 -0.480 0.540 2.292 -0.589
C -1.673 1.064 -0.485 -0.306 -0.282 -0.831
C -2.984 1.221 -0.137 -0.051 2.110 0.169
H -4.879 0.224 0.325 2.521 -0.223 0.318
H -3.670 -1.945 0.829 0.548 0.783 0.014
H -1.378 -2.283 0.118 -0.282 1.869 0.148
H -0.015 -0.109 -0.902 -2.619 -1.381 0.440
H -1.321 1.923 -1.021 1.157 0.275 0.092
H -3.329 2.299 -0.170 -0.344 -1.669 -0.154
C 1.665 -0.161 -0.119 1.117 0.560 -0.111
C 3.242 -0.052 0.033 -0.434 -1.833 -1.796
N 3.885 0.791 0.866 -4.286 1.052 0.658
O 3.933 -0.742 -0.702 -0.258 -0.153 0.032
H 1.398 0.258 -1.206 1.327 -1.445 2.133
H 1.260 0.652 0.507 -0.362 -0.751 0.135
H 1.176 -1.256 0.138 1.735 3.040 -0.790
H 4.822 0.690 0.927 3.409 -0.343 0.122
H 3.411 1.341 1.560 -0.022 -0.046 -0.013
```
Positions in Å, forces in eV/Å.

As for the charge: 0. The value obtained for the orbital gap is 10.0 eV. Its structure (SMILES) is c1ccccc1.CC(N)=O. The value obtained for the energy above the lowest of the compared OMol25 structures with the same formula, charge and spin is 231.8 kJ/mol. The calculation puts the LUMO energy at 0.629 eV.

How positive or negative is each atom? The Mulliken charges in e answer that: atom 1 (C): -0.161, atom 2 (C): -0.544, atom 3 (C): -0.018, atom 4 (C): -0.236, atom 5 (C): -0.230, atom 6 (C): -0.369, atom 7 (H): 0.229, atom 8 (H): 0.300, atom 9 (H): 0.232, atom 10 (H): 0.127, atom 11 (H): 0.329, atom 12 (H): 0.276, atom 13 (C): -0.732, atom 14 (C): 0.405, atom 15 (N): -0.366, atom 16 (O): -0.603, atom 17 (H): 0.335, atom 18 (H): 0.349, atom 19 (H): 0.259, atom 20 (H): 0.222, atom 21 (H): 0.197